51
Properties=species:S:1:pos:R:3:forces:R:3 method="wB97M-V/def2-TZVPD" total_energy_ha=-1058.75883 spin_multiplicity=1 smiles=C[C@@H](O)CNCCCCOc1ccc(OCc2ccccc2)cc1 relative_energy_kcal_mol=10.7 homo_lumo_gap_ev=8.7 homo_energy_ev=-7.90 lumo_energy_ev=0.840
C 2.223003 7.516883 -1.546646 -0.3 -0.4 0.0
C 1.680694 6.102208 -1.385201 0.5 0.0 0.1
O 0.614331 5.918472 -2.287664 -0.2 0.1 -0.2
C 2.761798 5.045603 -1.642389 -0.2 0.3 0.1
N 2.147860 3.731320 -1.597302 -0.1 0.0 0.2
C 3.036214 2.652450 -1.988126 0.1 -0.3 0.1
C 2.336727 1.302542 -1.862841 -0.1 0.3 -0.3
C 1.102412 1.215609 -2.756878 -0.1 -0.4 0.4
C 0.355216 -0.099193 -2.559307 0.1 0.2 -0.4
O -0.146930 -0.121364 -1.239600 0.0 0.1 0.2
C -0.859936 -1.209124 -0.827663 -0.1 -0.1 0.2
C -1.142446 -2.326154 -1.607046 0.2 0.2 -0.1
C -1.879856 -3.368609 -1.079613 -0.2 -0.1 0.3
C -2.351335 -3.328053 0.228946 0.1 0.1 -0.3
O -3.076464 -4.414617 0.634690 0.1 -0.1 -0.1
C -3.632296 -4.408757 1.929295 -0.3 -0.1 0.2
C -2.618656 -4.496993 3.045793 0.0 0.0 -0.1
C -2.928194 -4.008965 4.308917 0.0 0.0 -0.2
C -2.011134 -4.106802 5.339714 0.0 0.0 0.1
C -0.773683 -4.686814 5.115832 0.1 0.0 0.1
C -0.459770 -5.173030 3.858551 0.0 0.0 0.0
C -1.379459 -5.082977 2.828949 -0.1 0.0 -0.1
C -2.063937 -2.214661 1.011269 -0.2 -0.2 0.1
C -1.328360 -1.172143 0.483306 0.1 0.1 -0.3
H 1.421316 8.231561 -1.385526 0.0 0.1 0.0
H 3.018694 7.701833 -0.830286 0.1 0.1 0.1
H 2.606386 7.650754 -2.554633 0.1 0.0 -0.1
H 1.305478 5.974026 -0.352827 0.1 0.0 -0.1
H 0.543433 4.965407 -2.438347 0.0 0.0 0.1
H 3.164777 5.188674 -2.649863 0.0 0.1 0.0
H 3.587602 5.167147 -0.921224 -0.1 0.0 -0.1
H 1.794964 3.551679 -0.659931 0.0 0.0 -0.1
H 3.321357 2.825329 -3.031269 0.1 0.0 0.0
H 3.962349 2.640073 -1.385848 -0.1 0.0 -0.1
H 3.042280 0.512850 -2.129468 0.0 -0.1 0.1
H 2.029231 1.144673 -0.827505 0.1 -0.1 0.1
H 1.393539 1.300501 -3.804843 0.0 0.0 -0.1
H 0.431817 2.040293 -2.516564 -0.1 0.0 -0.1
H 1.036071 -0.947646 -2.719924 -0.1 0.0 0.0
H -0.472062 -0.170972 -3.279472 0.1 -0.1 0.1
H -0.797449 -2.397813 -2.626241 0.0 0.0 -0.1
H -2.104703 -4.236083 -1.680079 0.0 -0.1 -0.1
H -4.275361 -3.528060 2.069808 0.1 -0.1 0.0
H -4.270546 -5.300547 1.951426 0.0 0.2 0.0
H -3.892010 -3.551022 4.483671 -0.1 0.1 0.0
H -2.261335 -3.725433 6.318857 0.0 0.0 0.1
H -0.056426 -4.758465 5.920021 0.1 0.0 0.1
H 0.503748 -5.626561 3.678344 0.1 0.0 0.0
H -1.138476 -5.463007 1.847174 0.0 0.0 -0.1
H -2.397046 -2.150468 2.034798 0.0 0.0 0.1
H -1.103428 -0.305549 1.084765 0.0 0.1 0.1

***

53
Properties=species:S:1:pos:R:3:forces:R:3 method="wB97M-V/def2-TZVPD" total_charge=+1 total_energy_ha=-1132.11967 spin_multiplicity=1 smiles=CCCCCC[C@H]1C[NH2+][C@@](COCCC)([C@@H](I)CC)O1 homo_lumo_gap_ev=9.9 homo_energy_ev=-12.61 lumo_energy_ev=-2.757
C -1.867397 0.790334 -4.380335 0.0 0.0 0.0
C -0.335414 0.851751 -4.342698 -0.1 0.0 0.0
C 0.309140 -0.269485 -3.517912 0.1 0.0 0.0
C 1.597768 0.173081 -2.824003 0.1 0.0 -0.1
C 2.440189 -0.977919 -2.226101 0.0 0.1 0.0
C 2.798742 -0.847361 -0.734743 0.0 0.0 0.0
C 1.666834 -0.365062 0.159771 0.2 0.0 -0.1
C 0.313332 -1.059265 -0.078014 0.1 0.0 0.2
N -0.130807 -1.432862 1.314215 -0.1 -0.2 -0.1
C 0.813600 -0.695732 2.281032 0.2 0.1 0.2
C 0.239162 0.713034 2.531307 0.0 0.0 -0.1
O -0.591559 1.053146 1.446155 -0.2 -0.1 0.0
C -0.652193 2.443953 1.089711 0.2 0.0 0.0
C -2.036544 2.764404 0.570650 -0.1 -0.2 0.0
C -2.267194 2.244780 -0.845349 0.0 0.0 0.0
C 1.074756 -1.566319 3.521782 -0.2 0.0 -0.1
I 1.918993 -0.396071 5.096499 0.0 0.1 0.1
C -0.089962 -2.438009 4.023212 0.0 0.1 0.0
C -1.501188 -1.821183 4.095909 0.0 0.0 0.0
O 1.980416 -0.686360 1.524406 0.0 0.0 0.0
H -2.262266 1.088274 -5.350859 0.0 0.1 0.0
H -2.315621 1.446564 -3.632295 0.0 -0.1 0.0
H -2.228443 -0.221808 -4.185072 0.0 0.0 -0.1
H -0.015834 1.818046 -3.940869 0.0 0.0 0.0
H 0.053977 0.812186 -5.361309 0.1 0.0 0.0
H -0.419535 -0.634167 -2.786313 0.0 0.0 0.1
H 0.542196 -1.120902 -4.163550 -0.1 0.0 0.0
H 2.196856 0.709787 -3.562996 0.0 0.0 0.0
H 1.356163 0.919211 -2.058821 0.0 0.0 -0.1
H 1.949188 -1.936979 -2.415266 -0.1 0.0 0.1
H 3.385275 -1.031670 -2.766119 0.0 -0.1 0.0
H 3.637527 -0.157834 -0.623464 0.0 0.0 0.1
H 3.135409 -1.810739 -0.343223 0.0 0.0 -0.1
H 1.551977 0.717122 0.082764 -0.1 0.0 0.0
H -0.416590 -0.380345 -0.496778 -0.1 -0.1 -0.1
H 0.396038 -1.967361 -0.668708 0.0 0.0 0.0
H -1.115055 -1.217280 1.476760 0.1 0.2 0.0
H 0.009483 -2.431987 1.458317 -0.1 0.0 0.0
H 1.097590 1.383570 2.632058 0.0 0.0 -0.1
H -0.320963 0.749153 3.467701 0.1 0.0 0.0
H -0.386514 3.058296 1.952567 -0.1 0.0 0.1
H 0.094265 2.618652 0.303285 0.0 0.1 0.1
H -2.190868 3.843381 0.616491 0.0 0.0 0.0
H -2.756574 2.301032 1.249760 0.0 0.2 0.1
H -1.479783 2.586427 -1.522484 0.0 0.0 0.0
H -2.289999 1.151549 -0.865795 0.0 0.0 0.0
H -3.217319 2.596918 -1.245204 0.0 0.0 0.0
H 1.892316 -2.222303 3.230891 0.0 0.0 0.1
H 0.189813 -2.788183 5.014077 0.1 -0.1 0.0
H -0.111125 -3.347035 3.410451 0.0 0.0 0.0
H -1.893218 -1.871203 5.108928 0.0 0.0 0.0
H -1.541122 -0.770881 3.809776 0.0 0.0 0.0
H -2.207917 -2.368343 3.469804 0.0 0.0 0.0

***

19
Properties=species:S:1:pos:R:3:forces:R:3 method="wB97M-V/def2-TZVPD" total_charge=+2 total_energy_ha=-1009.89038 spin_multiplicity=2 relative_energy_kcal_mol=97.9 homo_lumo_gap_ev="5.8 / 3.6" homo_energy_ev="-17.19 / -16.41" lumo_energy_ev="-11.358 / -12.855" s2=0.76
N -2.335454 2.326939 -0.324428 -0.1 -0.2 -0.5
C 0.499356 -0.484325 1.667114 0.2 1.6 0.7
C 0.400382 1.015277 1.731455 -1.3 0.3 -1.4
C 1.812770 -1.084501 1.677868 0.3 0.1 1.5
S 0.788645 -1.692382 0.037586 -0.3 -1.0 0.3
S -0.311366 -1.204344 -1.620113 -0.4 1.0 0.2
C 0.365451 -1.793446 -3.183423 1.0 -0.2 0.7
H -2.900452 2.212571 -1.161103 0.2 -0.1 -0.1
H -1.996432 3.285330 -0.349904 -0.1 -0.1 0.3
H -2.994539 2.192599 0.431349 0.1 0.3 0.3
H -0.286808 -0.888684 2.301636 0.0 -1.0 -0.6
H -0.266039 1.199838 2.576897 0.5 0.1 0.4
H 1.297700 1.628362 1.714048 0.3 -0.5 0.3
H -0.230546 1.450778 0.933768 0.0 -0.3 -0.1
H 1.916897 -1.993818 2.280180 0.0 -0.5 -0.8
H 2.734118 -0.503304 1.717060 -0.1 0.2 -1.0
H 0.081696 -2.827634 -3.400236 -0.3 0.1 0.2
H -0.027738 -1.084804 -3.918165 -0.1 0.0 0.1
H 1.452363 -1.754453 -3.111592 0.1 0.1 -0.3

***

83
Properties=species:S:1:pos:R:3:forces:R:3 method="wB97M-V/def2-TZVPD" total_energy_ha=-5052.26262 spin_multiplicity=3 homo_lumo_gap_ev="8.0 / 7.1" homo_energy_ev="-8.35 / -8.80" lumo_energy_ev="-0.320 / -1.653" s2=2.01
Pd 2.168165 -1.750555 -0.103125 -0.2 -0.4 -0.3
O 4.113721 -2.723913 0.174289 0.1 0.0 -0.1
C 4.749601 -2.493954 1.202159 -0.1 0.0 0.1
C 4.218795 -2.104457 2.485380 0.2 0.0 0.0
C 5.160381 -1.879095 3.499226 -0.1 0.0 -0.1
C 4.741780 -1.559996 4.761475 0.1 0.1 0.0
C 3.381230 -1.464330 5.074708 -0.1 0.0 0.0
C 2.447119 -1.687304 4.102471 0.0 0.0 0.0
C 2.823444 -2.004437 2.769582 -0.1 -0.1 -0.1
O 1.890507 -2.209027 1.901909 -0.1 0.1 0.3
N 5.736765 -1.322765 5.807251 -0.2 -0.2 -0.1
O 5.326059 -1.027696 6.911428 0.0 0.1 0.2
O 6.907530 -1.455979 5.516110 0.2 0.1 0.0
H 5.841949 -2.616530 1.157775 0.0 0.0 0.1
H 6.218776 -1.958783 3.290360 0.0 0.0 0.0
H 3.091164 -1.214198 6.085092 0.0 0.0 0.0
H 1.389279 -1.624059 4.317919 0.0 0.0 0.0
I 3.511266 -0.887021 -7.065919 0.0 0.0 -0.1
C 3.528091 -0.330661 -5.060122 0.0 0.0 0.1
C 3.627569 1.011293 -4.717882 0.0 0.0 0.0
C 3.583733 1.377984 -3.383816 0.0 0.0 0.0
C 3.437587 0.424181 -2.380987 0.0 -0.1 -0.1
C 3.382149 -0.914810 -2.751710 -0.2 0.0 0.2
C 3.415471 -1.305105 -4.081862 0.0 0.1 0.0
C 3.334078 0.924739 -0.950533 0.0 -0.1 0.2
O 3.445521 2.116875 -0.742217 0.0 0.2 0.0
O 3.154453 0.060967 0.005596 0.2 0.2 0.0
H 3.725625 1.763905 -5.487471 0.0 0.0 0.0
H 3.642865 2.416476 -3.089339 0.0 0.0 0.0
H 3.287628 -1.700677 -1.998830 0.2 0.1 -0.2
H 3.343604 -2.350344 -4.347916 0.0 0.0 0.0
C -1.498700 -1.453785 -0.199033 0.1 -0.1 0.0
C -2.664588 -0.681886 -0.799433 -0.1 0.1 -0.1
As -4.299749 -1.040063 0.242394 -0.1 -0.1 0.0
C -3.659971 -0.143833 1.854471 0.0 0.0 0.0
C -3.349972 1.214594 1.875176 0.0 0.0 0.0
C -2.846710 1.798877 3.025700 0.0 0.0 0.0
C -2.642820 1.030929 4.165656 0.0 0.0 0.0
C -2.944582 -0.321039 4.152761 0.0 0.0 0.0
C -3.455693 -0.906001 2.998828 0.0 0.0 0.0
C -5.404726 0.414253 -0.444573 0.0 0.0 0.0
C -5.166250 1.055004 -1.654546 0.0 0.0 0.0
C -6.010215 2.070548 -2.090922 0.0 0.0 0.0
C -7.094890 2.455478 -1.320946 0.0 0.0 0.0
C -7.341877 1.817219 -0.112450 0.0 0.0 0.0
C -6.505842 0.800105 0.317989 0.0 0.0 0.0
P 0.118002 -0.762010 -0.690114 0.2 0.1 0.0
C 0.057668 -0.759946 -2.508885 -0.2 0.0 0.0
C 0.276708 0.304851 -3.377756 0.1 -0.1 0.0
C 0.255929 0.104328 -4.752843 0.0 0.0 0.1
C 0.006326 -1.151254 -5.279045 0.0 0.0 0.0
C -0.206257 -2.222830 -4.422223 0.0 0.0 0.0
C -0.169008 -2.029345 -3.052739 0.0 0.0 0.0
C 0.102161 0.859263 0.126708 0.0 0.0 -0.1
C -0.183110 2.099197 -0.433821 -0.1 0.0 0.0
C -0.134471 3.248767 0.344429 0.0 0.0 0.0
C 0.188188 3.168812 1.687507 0.0 0.0 0.0
C 0.447950 1.931810 2.260424 0.0 0.0 0.0
C 0.407490 0.786491 1.487983 0.1 0.0 0.0
H -1.531241 -2.510757 -0.469197 0.0 0.0 0.0
H -1.502968 -1.397253 0.895073 0.0 0.0 0.0
H -2.827415 -0.969379 -1.840058 0.0 0.0 0.0
H -2.484527 0.396290 -0.767303 0.0 0.0 0.0
H -3.507521 1.823289 0.992003 0.0 0.0 0.0
H -2.605976 2.853646 3.031233 0.0 0.0 0.0
H -2.249344 1.489168 5.063084 0.0 0.0 0.0
H -2.789317 -0.921579 5.039161 0.0 0.0 0.0
H -3.696699 -1.962860 2.994313 0.0 0.0 0.0
H -4.324386 0.774470 -2.273701 0.0 0.0 0.0
H -5.813794 2.561631 -3.035055 0.0 0.0 0.0
H -7.747246 3.249020 -1.658931 0.0 0.0 0.0
H -8.187983 2.111319 0.494328 0.0 0.0 0.0
H -6.707516 0.311005 1.264768 0.0 0.0 0.0
H 0.520455 1.285201 -3.007997 0.0 0.1 0.1
H 0.450796 0.939088 -5.413073 0.0 0.0 0.0
H -0.003033 -1.300363 -6.349894 0.0 0.0 0.0
H -0.384570 -3.212610 -4.820870 0.0 0.0 0.0
H -0.307887 -2.884086 -2.398398 0.0 0.0 0.0
H -0.457228 2.199923 -1.469770 0.0 -0.1 -0.2
H -0.339631 4.207593 -0.111683 0.0 0.0 0.0
H 0.240416 4.067728 2.287105 0.0 0.0 0.0
H 0.698541 1.858432 3.310287 0.0 0.0 0.0
H 0.651181 -0.168177 1.942874 0.0 0.0 0.0

***

17
Properties=species:S:1:pos:R:3:forces:R:3 method="wB97M-V/def2-TZVPD" total_energy_ha=-251.71104 spin_multiplicity=1 relative_energy_kcal_mol=95.1 homo_lumo_gap_ev=9.5 homo_energy_ev=-8.42 lumo_energy_ev=1.093
C -2.769673 0.831992 -0.639994 0.9 -0.2 0.1
N -1.678538 0.235124 0.144131 -0.1 -0.2 0.3
C -0.397008 0.881537 -0.030639 0.7 0.4 -2.0
C 2.829833 -1.281974 0.504678 -0.8 -0.5 0.2
C 1.891332 -0.283317 -0.139249 -2.3 -1.1 -0.7
C 0.735527 0.055808 0.504062 0.2 1.5 2.4
H -3.689940 0.311571 -0.403959 -0.2 0.0 0.1
H -2.567151 0.715985 -1.714997 -0.2 0.4 0.0
H -2.854710 1.890691 -0.366752 -0.1 -0.2 -0.2
H -1.541517 -0.726727 -0.153254 -0.3 0.0 0.1
H -0.159885 1.066960 -1.107850 -0.2 0.0 0.3
H -0.334401 1.872928 0.434033 -0.3 -0.2 0.2
H 3.075587 -2.061133 -0.219616 0.1 0.1 0.0
H 2.301780 -1.772812 1.329694 0.2 -0.1 0.2
H 3.771387 -0.921091 0.903706 0.0 0.5 -0.2
H 0.843703 -0.792411 -0.637221 1.9 0.1 -0.9
H 0.543676 -0.023135 1.593225 0.4 -0.6 0.1

***

34
Properties=species:S:1:pos:R:3:forces:R:3 method="wB97M-V/def2-TZVPD" total_energy_ha=-673.84650 spin_multiplicity=1 smiles=CNCCOc1ccccc1OC(C)C relative_energy_kcal_mol=23.7 homo_lumo_gap_ev=9.6 homo_energy_ev=-8.67 lumo_energy_ev=0.936
C 2.706525 -2.807318 0.478802 -0.3 -0.3 1.0
N 2.494324 -2.807736 -0.949410 -0.3 -0.2 0.2
C 1.249784 -2.196690 -1.351638 -1.1 0.0 -0.9
C 1.098277 -0.665951 -1.254353 -0.7 -0.8 0.5
O 0.840021 -0.331469 0.136835 0.6 -0.3 -0.8
C 0.687697 1.009384 0.319781 -0.8 0.5 0.2
C 1.669568 1.740683 0.987436 0.8 -1.5 0.1
C 1.515269 3.060281 1.293424 -0.2 1.7 -0.1
C 0.344191 3.712593 0.863872 0.1 0.0 -0.1
C -0.639398 3.010402 0.175457 0.0 -0.4 0.2
C -0.507410 1.638384 -0.065526 0.1 0.4 0.2
O -1.553672 0.980263 -0.687198 1.0 0.8 -0.6
C -2.165107 -0.038701 0.053104 -0.6 -1.2 1.6
C -2.809042 -1.026093 -0.904008 0.2 0.0 -0.3
C -3.161900 0.559942 1.084744 1.0 -0.5 0.5
H 3.486563 -3.514432 0.816974 -0.2 0.4 -0.5
H 2.888602 -1.823383 0.916126 0.3 0.1 0.0
H 1.780056 -3.139092 0.970493 0.2 -0.1 -0.2
H 3.281159 -2.415822 -1.432065 0.2 0.2 -0.3
H 1.046647 -2.451179 -2.418744 0.3 0.1 0.5
H 0.413092 -2.689408 -0.796762 0.6 0.4 -0.2
H 2.010629 -0.193893 -1.602919 0.3 0.3 0.0
H 0.246184 -0.301768 -1.862686 0.4 -0.3 0.2
H 2.579164 1.186484 1.286879 -0.6 0.4 -0.2
H 2.329676 3.630415 1.784964 -0.7 -0.5 -0.3
H 0.180149 4.775762 1.034762 0.2 -0.2 0.1
H -1.570676 3.474412 -0.145073 0.2 0.0 0.1
H -1.389660 -0.594717 0.631959 -0.5 0.4 -0.4
H -3.525482 -0.555413 -1.577769 -0.1 0.2 0.1
H -2.050836 -1.489409 -1.548100 -0.1 0.0 0.2
H -3.324999 -1.813140 -0.351079 0.1 0.1 0.0
H -3.685505 -0.236455 1.639512 0.2 0.2 -0.4
H -3.893111 1.207443 0.620614 -0.1 0.2 -0.2
H -2.570782 1.105623 1.851591 -0.5 0.0 -0.5